Record 1
Below is 3 unconnected molecules or ions with the total composition C17H36NO9PSi, with properties calculated with ωB97M-V/def2-TZVPD.

The geometry in ORCA input format:
```
! wB97M-V def2-TZVPD RIJCOSX def2/J DEFGRID3
* xyz 0 1
C -2.3871 -3.4369 3.7780
Si -3.9246 -2.7211 2.9845
C -5.3835 -2.9334 4.1262
C -4.2359 -3.5916 1.3682
O -3.7426 -1.0800 2.7747
C -2.5775 -0.5449 2.1687
C -2.8554 -0.1268 0.7252
C -1.6403 -0.1465 -0.2201
C -1.3856 -1.6107 -0.5884
O -2.1445 -2.3260 -1.1995
N -0.1888 -2.0102 -0.0428
C 0.4675 -0.9897 0.7575
C -0.2568 0.2955 0.2932
P -0.0166 1.7560 1.3079
O 1.0540 2.6262 0.8108
O -1.4141 2.5292 1.4279
O 0.2317 1.1759 2.7929
H -2.1183 -2.8715 4.6736
H -1.5240 -3.4202 3.1080
H -2.5638 -4.4769 4.0597
H -5.4745 -2.0716 4.7897
H -6.3230 -3.0674 3.5898
H -5.2224 -3.8134 4.7535
H -5.0665 -3.1471 0.8172
H -4.5073 -4.6270 1.6001
H -3.3729 -3.6214 0.7009
H -1.7537 -1.2666 2.2049
H -2.2634 0.3021 2.7825
H -3.3291 0.8545 0.6945
H -3.5841 -0.8346 0.3264
H -1.8750 0.4124 -1.1245
H -0.1351 -2.9803 0.2285
H 1.5256 -0.9203 0.4989
H 0.4015 -1.1868 1.8287
H 0.2960 0.6226 -0.5904
H -1.8690 2.4026 2.2654
H 0.7060 1.8231 3.3320
C -0.9169 3.2779 -5.6839
C -1.2959 3.1026 -4.2297
O -0.8964 1.8218 -3.7193
C 0.3360 1.5801 -3.2346
C 1.4272 2.6060 -3.3989
O 0.5378 0.5127 -2.7152
H 0.1644 3.2723 -5.8219
H -1.3023 4.2276 -6.0562
H -1.3418 2.4723 -6.2818
H -0.9010 3.9016 -3.6020
H -2.3781 3.1051 -4.1128
H 1.9608 2.3854 -4.3243
H 2.1168 2.4989 -2.5660
H 1.0784 3.6338 -3.4330
C 4.9390 0.9902 -1.8206
C 4.5143 0.8319 -0.3761
O 4.8863 -0.4396 0.1706
C 6.1017 -0.6791 0.7087
C 7.2035 0.3421 0.5441
O 6.2842 -1.7281 1.2617
H 6.0240 0.9746 -1.9280
H 4.5733 1.9428 -2.2062
H 4.5263 0.1856 -2.4291
H 4.8890 1.6439 0.2475
H 3.4280 0.8497 -0.2950
H 7.7431 0.1113 -0.3751
H 7.8887 0.2270 1.3789
H 6.8630 1.3721 0.4936
*
```

As for the HOMO energy: -9.451 eV. The gap between HOMO and LUMO is 9.785 eV. As for the total energy: -55302.450 eV.

---

Record 2
Below is a molecular structure, C17H37BBr2Ca2ClF6K2NO13PSSi, with properties calculated with ωB97M-V/def2-TZVPD.

The geometry in ORCA input format:
```
! wB97M-V def2-TZVPD RIJCOSX def2/J DEFGRID3
* xyz 1 1
C 5.3499 -1.6534 2.1502
O 4.4308 -0.9630 1.2119
B 4.5796 -1.5165 -0.1129
O 5.9296 -1.5878 -0.6782
Si 3.0706 -2.1549 -1.2208
C 1.3875 -1.3568 -0.7304
C 0.8387 -1.7589 0.7446
C -0.5453 -2.5984 0.5607
S -2.0656 -1.5464 0.3204
O -3.2651 -2.5100 0.2692
O -2.2845 -0.4985 1.4142
O -1.9712 -0.8770 -1.2627
C 3.4651 -1.4749 -3.0176
O 2.2179 -0.9094 -3.5646
N 2.3186 0.4344 -3.6307
O 1.1978 0.8530 -3.3768
C 3.0146 -4.0692 -1.3930
Br 1.8450 -4.4365 -3.0049
C 2.3877 -4.8457 -0.1361
C 2.4612 -6.4417 -0.4657
Br 3.3820 -4.5922 1.5649
H 6.2743 -1.0202 2.3919
H 5.7092 -2.6492 1.6852
H 4.7327 -1.8369 3.1024
H 5.8797 -1.8617 -1.6297
H 1.5532 -0.2120 -0.7365
H 0.6003 -1.5926 -1.5574
H 0.5408 -0.7738 1.2773
H 1.6060 -2.2695 1.4184
H -0.4108 -3.2060 -0.4185
H -0.6717 -3.4227 1.4006
H -1.5874 -1.6461 -1.8015
H 4.3068 -0.7004 -3.0094
H 3.8139 -2.3507 -3.6796
H 4.0579 -4.5054 -1.6078
H 1.2832 -4.6285 0.0517
H 3.5232 -6.7883 -0.7109
H 1.6954 -6.7547 -1.2620
H 2.1322 -6.9824 0.5031
F 1.1310 3.8613 -1.5304
P 2.5533 3.9225 -2.2402
F 3.4505 4.8716 -3.1471
F 3.2519 2.7039 -2.9691
F 3.1010 3.0334 -1.0453
F 2.8603 5.1855 -1.3315
F 1.4941 3.9199 -3.4137
C -8.0025 -1.4950 -0.1288
C -6.6658 -2.2018 -0.1415
C -7.0764 -3.6498 -0.3201
O -8.2918 -3.6444 -1.0777
C -8.7948 -2.3032 -1.1368
H -7.9428 -0.4355 -0.3854
H -8.4592 -1.5820 0.8628
H -6.0788 -1.8706 -1.0053
H -6.0713 -2.0356 0.7592
H -7.2837 -4.1261 0.6442
H -6.3201 -4.2396 -0.8442
H -8.6386 -1.9306 -2.1550
H -9.8666 -2.3032 -0.9269
K -0.5101 -0.7807 -2.7199
K -2.2864 1.6837 0.5436
C -0.9023 8.1030 2.8761
C -0.2838 6.8061 2.3942
O -0.8096 6.3553 1.1350
C -0.6423 7.2185 0.0261
C 0.8134 7.5189 -0.2956
H -1.9866 8.0010 2.9634
H -0.4965 8.3734 3.8541
H -0.7037 8.9334 2.1917
H -0.5063 6.0171 3.1242
H 0.8084 6.8801 2.3415
H -1.2111 8.1416 0.1743
H -1.0994 6.7106 -0.8334
H 1.3159 8.0355 0.5231
H 0.8859 8.1552 -1.1881
H 1.3614 6.5908 -0.4782
C 1.9051 -5.8957 4.6609
O 2.3619 -5.1536 5.5257
O 0.8423 -5.6929 4.0277
O 2.4307 -6.9590 4.2769
Ca -1.7092 -3.6688 2.9970
O -1.1480 5.2460 5.1670
H -0.3478 4.7696 4.9662
Cl -0.2169 0.5558 -5.8133
Ca 1.0015 6.0791 -1.9666
*
```

As for the HOMO energy: -7.437 eV. The gap between HOMO and LUMO is 1.506 eV. As for the total energy: -313431.486 eV.

---

Record 3
Below is 3 unconnected molecules or ions with the total composition C17H37BBrN2O9, with properties calculated with ωB97M-V/def2-TZVPD.

The geometry in ORCA input format:
```
! wB97M-V def2-TZVPD RIJCOSX def2/J DEFGRID3
* xyz -1 1
C 2.4185 1.7926 2.4620
C 1.1161 2.5780 2.9700
N -0.1808 2.0178 2.5401
C -0.4897 2.2091 1.1163
C 0.1590 3.3965 0.2853
C -0.1711 4.8634 0.7842
O 0.7769 5.6939 0.8005
O -1.4146 5.3246 1.2550
O 0.0049 1.0395 0.3748
B -1.0664 0.0178 0.1966
Br -1.4525 -0.2783 -1.8012
O -2.2539 0.5112 0.9356
C -2.0699 1.9305 0.8443
N -3.0725 2.8515 1.4176
C -4.4024 2.6419 0.7435
C -3.2630 2.6807 2.8625
C -3.6523 4.0222 3.6722
O -3.1773 1.6214 3.5053
H 2.2945 1.2363 1.4832
H 3.2341 2.5857 2.2784
H 2.8011 1.0686 3.2611
H 1.1308 2.4983 4.1197
H 1.2705 3.6784 2.7433
H -0.3136 1.0529 2.8577
H 1.2793 3.1956 0.1632
H -0.2670 3.3117 -0.7794
H -1.2047 5.8695 2.0499
H -0.5747 -0.9961 0.5693
H -2.1296 2.1500 -0.2894
H -4.6072 3.4657 -0.0189
H -5.1878 2.6826 1.5834
H -4.4841 1.5914 0.3035
H -2.7229 4.5518 4.0577
H -4.3543 3.7195 4.5107
H -4.2726 4.6877 2.9691
C 2.7409 0.9105 -6.3777
O 3.0340 0.1812 -5.1966
C 1.8639 -0.0967 -4.4241
C 1.3878 -1.5302 -4.6352
O 0.9246 -1.7372 -5.9702
C 1.8875 -2.3932 -6.7793
H 3.6143 0.8659 -7.0316
H 1.8843 0.4945 -6.9127
H 2.5434 1.9585 -6.1256
H 1.0678 0.6199 -4.6504
H 2.1378 0.0307 -3.3730
H 0.5376 -1.7179 -3.9721
H 2.1746 -2.2481 -4.3791
H 1.9175 -3.4577 -6.5255
H 2.8851 -1.9600 -6.6648
H 1.5829 -2.2889 -7.8227
C 1.2678 -3.7896 0.7209
O 0.4895 -3.4776 1.8667
C -0.7205 -4.2253 1.9227
C -0.6054 -5.3944 2.8938
O 0.3290 -6.3699 2.4345
C 1.5848 -6.2624 3.0872
H 2.2705 -3.3842 0.8687
H 1.3488 -4.8679 0.5626
H 0.8253 -3.3197 -0.1641
H -1.0128 -4.5702 0.9253
H -1.4990 -3.5455 2.2823
H -1.5779 -5.8933 2.9576
H -0.3432 -5.0456 3.8984
H 1.5102 -6.6743 4.0987
H 1.9352 -5.2280 3.1364
H 2.3127 -6.8475 2.5218
*
```

As for the HOMO energy: -5.106 eV. The gap between HOMO and LUMO is 7.847 eV. As for the total energy: -110355.601 eV.

---

Record 4
Below is a molecular structure, C17H37BDyNO4P2, with properties calculated with ωB97M-V/def2-TZVPD.

The geometry in ORCA input format:
```
! wB97M-V def2-TZVPD RIJCOSX def2/J DEFGRID3
* xyz 0 6
C -1.0705 3.8921 -3.2260
C -0.6289 3.0701 -2.1889
N -1.0980 1.7860 -2.0598
C -1.8330 1.2367 -3.0744
C -2.2323 1.9811 -4.1794
C -1.8693 3.3273 -4.2212
C 0.2899 3.6263 -1.0876
P 1.4419 2.3860 -0.3304
Dy -0.7935 0.9464 0.1822
P -2.2198 -1.0091 -1.3073
C -2.1876 -0.2305 -3.0112
O -1.2821 4.4594 1.0336
O -1.0476 2.1925 2.1760
H -0.7340 4.9480 -3.2262
H -2.8475 1.5017 -4.9497
H -2.2267 3.9539 -5.0257
C 2.9072 2.3767 -1.3802
C 2.0313 3.2740 1.1365
H -3.1838 -0.3913 -3.4594
H -1.4506 -0.8314 -3.5819
H -0.3076 4.1483 -0.2769
H 0.9975 4.2966 -1.5806
C -1.8884 -2.7581 -1.7281
C -4.0158 -1.0376 -1.0217
H -2.2401 1.6165 1.4549
H -1.1065 1.5630 2.9420
H -1.3377 3.7011 1.6986
H -2.1636 4.8537 0.9142
H 0.6519 -0.5713 0.1666
H -2.7699 1.2429 0.9082
H 3.3966 3.3612 -1.2928
H 3.5985 1.5879 -1.0384
H 2.6368 2.1749 -2.4269
H 2.6459 4.1211 0.7888
H 1.1859 3.6256 1.7453
H 2.6386 2.5796 1.7375
H -4.5590 -1.5802 -1.8132
H -4.2294 -1.5144 -0.0536
H -4.4052 -0.0141 -0.9367
H -2.7791 -3.2393 -2.1663
H -1.0520 -2.8091 -2.4395
H -1.5854 -3.2642 -0.7993
C 1.4826 -2.4360 4.0602
C 1.9548 -2.3277 2.6204
C 3.4711 -2.4780 2.6279
O 1.6609 -1.0049 2.1418
B 0.6647 -1.2482 1.2019
O 0.0580 -2.5147 1.2511
C 1.1751 -3.3071 1.6580
C 1.9880 -3.7098 0.4114
C 0.6215 -4.5709 2.2651
H 0.3974 -2.3591 4.1202
H 1.9396 -1.6286 4.6372
H 1.7687 -3.3811 4.5321
H 3.9235 -1.7034 3.2703
H 3.7283 -3.4709 3.0390
H 3.9034 -2.3385 1.6224
H 2.8218 -4.3718 0.6955
H 1.3288 -4.2303 -0.3039
H 2.3922 -2.8390 -0.1247
H 0.0291 -4.3397 3.1484
H -0.0198 -5.0880 1.5407
H 1.4329 -5.2327 2.5838
*
```

As for the HOMO energy (alpha / beta): -3.697 / -4.673 eV. The gap between HOMO and LUMO (alpha / beta) is 4.041 / 5.145 eV. As for the total energy: -71245.857 eV. The value obtained for the energy relative to the best compared isomer or geometry (same formula, charge and spin) is 75.40 kJ/mol.

---

Record 5
Below is a molecular structure, C17H37BeCaCl2CsFGaN3NaO11P, with properties calculated with ωB97M-V/def2-TZVPD.

The geometry in ORCA input format:
```
! wB97M-V def2-TZVPD RIJCOSX def2/J DEFGRID3
* xyz 1 1
C 4.4323 -3.8529 1.2690
C 3.8265 -2.6735 1.3257
C 3.0112 -1.2670 1.2906
Ga 2.0274 -1.2701 -0.5595
C 0.7175 0.2936 -0.7854
C 1.2799 1.7052 -0.2577
N 0.5887 2.8309 -0.5341
C 0.9257 -3.0538 -0.5677
O -0.4827 -2.6662 -0.5621
C -1.1560 -2.9114 -1.8319
P 3.7238 -1.3774 -2.1800
N 3.5780 -0.3174 -3.3929
O 5.2420 -1.0548 -1.4118
O 3.8244 -3.0286 -2.7759
H 4.7016 -4.8991 0.8513
H 2.2039 -1.2131 2.1045
H 3.7076 -0.3555 1.3279
H 0.3536 0.4447 -1.8806
H -0.2451 0.0753 -0.1598
H 2.2569 1.8562 0.3301
H -0.2464 2.5083 -1.0831
H 1.2426 -3.7728 -1.4224
H 1.1087 -3.6497 0.4399
H -0.5776 -3.5676 -2.5903
H -2.1286 -3.5042 -1.5767
H -1.4720 -1.9499 -2.3991
H 4.4377 0.2757 -3.3310
H 5.9026 -1.6964 -1.7820
H 4.7492 -3.3696 -2.5545
Na 1.2766 4.9102 -0.6896
C 1.5009 2.3915 3.2235
O 1.0960 1.3063 2.8105
O 2.2651 3.1571 2.5984
O 1.2100 2.8937 4.3281
C -6.9298 1.6870 1.5188
O -6.6172 0.7234 2.5101
C -6.2997 -0.5673 1.9754
C -4.8061 -0.8723 2.1324
N -3.9962 -0.0402 1.2443
C -2.5669 -0.0780 1.5542
C -2.1233 0.4131 2.9433
O -2.2923 1.8135 3.1486
C -3.6039 2.2036 3.5265
H -7.3578 2.5593 2.0180
H -6.0278 2.0114 0.9903
H -7.6618 1.3012 0.8042
H -6.6270 -0.6744 0.9343
H -6.8606 -1.2943 2.5703
H -4.6290 -1.9302 1.8973
H -4.5495 -0.7072 3.1821
H -4.3069 0.9208 1.3090
H -2.0717 0.5496 0.8043
H -2.1987 -1.0983 1.3988
H -1.0452 0.2343 3.0164
H -2.5746 -0.1587 3.7603
H -4.1015 1.4506 4.1441
H -4.1980 2.4286 2.6399
H -3.5300 3.1279 4.1049
Be 2.8812 1.3947 -4.2479
Cs 2.0476 -5.2496 -2.0901
C 6.2637 4.7108 -3.5220
C 4.8117 4.5288 -3.1004
O 3.9495 4.7472 -3.9980
O 4.6452 4.1809 -1.9050
H 6.3394 5.0123 -4.5689
H 6.7346 5.4805 -2.9059
H 6.8079 3.7717 -3.3923
C -2.0539 -6.3393 1.5400
Cl -3.6087 -6.3279 2.3725
Cl -1.6503 -7.9617 0.9558
H -2.1037 -5.6598 0.6888
H -1.2790 -6.0081 2.2315
F -4.5487 -3.7891 2.4169
O 5.0521 5.6144 -6.6358
H 4.5989 5.1234 -5.9330
H 4.4579 6.3507 -6.8269
Ca -1.2310 3.1409 -2.7456
*
```

As for the HOMO energy: -8.706 eV. The gap between HOMO and LUMO is 1.648 eV. As for the total energy: -158426.783 eV. The value obtained for the energy relative to the best compared isomer or geometry (same formula, charge and spin) is 878.06 kJ/mol.

---

Record 6
Below is 7 unconnected molecules or ions with the total composition C17H37Br8N3O3, with properties calculated with ωB97M-V/def2-TZVPD.

The geometry in ORCA input format:
```
! wB97M-V def2-TZVPD RIJCOSX def2/J DEFGRID3
* xyz 0 1
C -0.8533 -0.1493 -3.9885
N -2.2223 0.1038 -3.6638
C -2.8220 -0.4779 -2.5008
C -2.8965 0.9723 -4.3573
O -4.0141 1.4186 -4.0811
H -0.3089 0.5518 -3.3558
H -0.5987 0.1989 -4.9895
H -0.4922 -1.1614 -3.8056
H -2.5372 -1.5198 -2.3547
H -2.3714 0.0891 -1.6862
H -3.9086 -0.4678 -2.4150
H -2.4631 1.3722 -5.2871
C 4.4731 3.1321 0.8928
N 4.8391 3.3833 -0.4943
C 6.2369 3.2830 -0.9217
C 3.8899 3.5909 -1.4861
O 4.1665 3.7386 -2.6987
H 4.8343 3.9489 1.5176
H 4.8898 2.1916 1.2531
H 3.3843 3.1225 0.9435
H 6.9242 3.5131 -0.1076
H 6.5003 2.2396 -1.0948
H 6.4238 3.8781 -1.8156
H 2.8868 3.6393 -1.0348
C -1.8629 0.5000 1.6020
N -0.7224 0.4365 0.7081
C -0.3078 -0.8929 0.3198
C -0.1065 1.5711 0.3078
O 0.9236 1.5827 -0.3541
H -2.0889 1.4990 1.9749
H -1.6890 -0.1394 2.4674
H -2.7869 0.1976 1.1092
H 0.1122 -1.3830 1.1981
H -1.0974 -1.5390 -0.0640
H 0.4850 -0.8997 -0.4282
H -0.7410 2.4392 0.5444
Br -5.2920 -0.2360 0.5554
C -6.6494 1.1586 0.2371
C -6.9734 1.0120 -1.3148
Br -8.1671 2.4806 -1.7591
H -6.1491 2.1216 0.3385
H -7.4478 1.0441 0.9702
H -7.4336 0.0265 -1.3868
H -6.0206 1.0846 -1.8393
Br 1.5428 -3.9947 1.7926
C 2.6369 -3.4297 3.3415
C 1.7682 -2.5768 4.3359
Br 0.9400 -0.8876 3.6800
H 3.4790 -2.8251 3.0046
H 2.9286 -4.3511 3.8456
H 2.3537 -2.3172 5.2179
H 0.8831 -3.0823 4.7221
Br -2.1282 -2.9838 5.1282
C -1.8427 -3.4991 3.2236
C -3.2344 -3.1248 2.5787
Br -3.2150 -3.5068 0.6402
H -1.6599 -4.5703 3.1384
H -1.0607 -2.9080 2.7470
H -3.5167 -2.0741 2.6455
H -3.9764 -3.7008 3.1318
Br 2.3692 -0.4748 -2.7949
C 3.6006 -0.0922 -1.2541
C 4.9762 -0.6310 -1.4520
Br 5.9702 -0.2384 0.1505
H 3.1555 -0.3938 -0.3060
H 3.7537 0.9870 -1.2419
H 5.4575 -0.2705 -2.3611
H 4.8729 -1.7097 -1.5689
*
```

As for the HOMO energy: -9.024 eV. The gap between HOMO and LUMO is 9.103 eV. As for the total energy: -589181.413 eV. The value obtained for the energy relative to the best compared isomer or geometry (same formula, charge and spin) is 139.59 kJ/mol.

---

Record 7
Below is a molecular structure, C17H38AgBr2F3NO7SV, with properties calculated with ωB97M-V/def2-TZVPD.

The geometry in ORCA input format:
```
! wB97M-V def2-TZVPD RIJCOSX def2/J DEFGRID3
* xyz 3 4
V 2.9689 -2.3651 2.1773
N -0.2350 -5.3663 -0.5108
H -0.5043 -4.3417 -0.4230
H -1.0252 -5.9161 -0.1583
H 0.6002 -5.5928 0.0194
H -0.1016 -5.5821 -1.5034
Ag -1.0715 -1.7453 4.3068
C -0.3761 -0.1165 -0.1419
F -1.6071 -0.0102 -0.5696
F 0.5130 -0.1604 -1.1161
F -0.1314 0.8841 0.6957
S -0.2760 -1.7293 0.8007
O -1.1775 -1.5545 1.9382
O -0.8002 -2.7126 -0.1372
O 1.1774 -1.9346 1.0942
Br -0.6173 0.7567 -3.6582
C 0.9801 -0.0379 -4.4317
C 0.6386 -1.3922 -5.0398
Br 2.2904 -2.2458 -5.5894
H 1.6225 -0.2625 -3.5778
H 1.5487 0.6120 -5.0884
H 0.0023 -1.2697 -5.9095
H 0.1634 -1.9852 -4.2658
C -0.7699 5.6459 -2.2949
C -1.9928 5.9089 -1.6825
C -2.6569 4.8701 -1.0513
C -2.0513 3.6362 -0.9009
C -0.8660 3.3603 -1.5756
C -0.1910 4.3936 -2.2121
H -0.2373 6.4368 -2.8074
H -2.3520 6.9270 -1.7302
H -3.5546 5.0927 -0.4861
H -2.5374 2.8379 -0.3502
H -0.4322 2.3711 -1.5378
H 0.7273 4.1770 -2.7453
C 3.4953 -3.0449 -1.8217
C 3.6335 -1.7825 -0.9789
O 4.0946 -2.0080 0.3689
H 3.1920 -2.8146 -2.8425
H 2.6760 -3.6353 -1.3876
H 4.4046 -3.6487 -1.8213
H 2.6297 -1.3581 -0.9867
H 4.2140 -1.0413 -1.5320
H 4.9770 -2.4068 0.3022
C -5.8161 -1.1646 0.5038
C -4.5157 -1.8053 0.9287
O -3.8755 -0.9590 1.9003
H -5.6817 -0.1949 0.0244
H -6.4211 -1.0790 1.4075
H -6.3872 -1.7357 -0.2294
H -3.8359 -1.9138 0.0743
H -4.7317 -2.7845 1.3667
H -2.9271 -1.0114 1.7621
C -2.2202 1.4392 3.9594
C -0.7368 1.6866 4.0494
O -0.0950 0.4407 4.4361
H -2.5953 1.1175 4.9348
H -2.5060 0.7393 3.1681
H -2.8036 2.3338 3.7364
H -0.5906 2.4736 4.7907
H -0.3177 2.0300 3.1021
H 0.7826 0.6420 4.7746
C 4.6234 1.4549 1.6055
C 3.1525 1.0631 1.6222
O 3.0492 -0.1847 2.4467
H 5.2572 0.6083 1.3560
H 4.9124 1.9521 2.5291
H 4.7266 2.1971 0.8089
H 2.7043 0.8364 0.6608
H 2.5783 1.8502 2.1090
H 3.2856 0.1190 3.3345
*
```

As for the HOMO energy (alpha / beta): -14.336 / -14.336 eV. The gap between HOMO and LUMO (alpha / beta) is 3.276 / 3.316 eV. As for the total energy: -222799.137 eV.